# 1
DFT (ωB97M-V with the def2-TZVPD basis set) results for an isolated ion of composition C21H22ClN2O2 and charge +1.

The molar mass comes out at 369.87 u. Its structure (SMILES) is COc1cc(C[NH2+]Cc2ccccn2)ccc1OCc1ccccc1Cl. As for the charge: +1. The energy above the lowest of the compared OMol25 structures with the same formula, charge and spin comes out at 0.0 kcal per mole. The calculation puts the HOMO energy at -11.20 eV.

Last column: natural (NBO) charge in e.
Atoms and positions in Å:
C -0.0810 2.9075 1.2907  -0.253
H 0.7013 2.6091 0.5847  0.170
H -0.5171 3.8492 0.9638  0.217
H 0.3479 3.0351 2.2890  0.183
O -1.1426 1.9843 1.2974  -0.495
C -0.9086 0.7117 1.6741  0.362
C 0.3248 0.2046 2.0602  -0.320
C 0.4590 -1.1290 2.4393  -0.075
C -0.6423 -1.9676 2.4342  -0.227
C -1.8770 -1.4763 2.0422  -0.224
C -2.0239 -0.1567 1.6577  0.256
O -3.2552 0.3201 1.2946  -0.501
C -3.5798 0.1532 -0.0823  -0.081
C -2.7879 1.0918 -0.9564  -0.125
C -1.5640 0.7464 -1.5167  0.082
C -0.8281 1.6457 -2.2692  -0.276
C -1.3108 2.9271 -2.4638  -0.192
C -2.5232 3.2986 -1.9079  -0.208
C -3.2491 2.3874 -1.1644  -0.155
H -4.1909 2.6751 -0.7240  0.224
H -2.9029 4.2975 -2.0555  0.227
H -0.7388 3.6301 -3.0494  0.224
H 0.1133 1.3379 -2.6978  0.216
Cl -0.9030 -0.8455 -1.2893  -0.040
H -4.6433 0.3899 -0.1461  0.214
H -3.4227 -0.8912 -0.3834  0.191
H -2.7453 -2.1164 2.0353  0.239
H -0.5515 -2.9963 2.7490  0.218
C 1.8173 -1.6505 2.8169  -0.232
N 2.6648 -1.7994 1.6032  -0.546
H 3.6161 -2.0552 1.8694  0.428
C 2.1416 -2.6939 0.5485  -0.279
C 2.2017 -1.9037 -0.7423  0.212
N 2.5205 -0.6273 -0.5448  -0.498
C 2.5927 0.1965 -1.5773  0.078
C 2.3580 -0.2320 -2.8738  -0.246
C 2.0283 -1.5631 -3.0837  -0.117
C 1.9434 -2.4230 -1.9971  -0.230
H 1.6822 -3.4609 -2.1233  0.238
H 1.8361 -1.9283 -4.0801  0.240
H 2.4368 0.4567 -3.6991  0.242
H 2.8541 1.2207 -1.3505  0.214
H 2.7092 -3.6227 0.4783  0.240
H 1.0972 -2.9352 0.7672  0.258
H 2.6982 -0.8760 0.9970  0.470
H 2.3232 -0.9549 3.4899  0.232
H 1.7308 -2.6198 3.3125  0.226
H 1.1905 0.8487 2.0832  0.219

Cartesian forces (eV/Å) of the 6 atoms listed first:
C 0.211 0.187 -0.001
H -0.010 -0.009 0.016
H 0.079 -0.040 0.017
H 0.001 -0.020 -0.023
O -0.256 -0.319 0.151
C -0.209 -0.050 0.013

=====

# 2
DFT (ωB97M-V with the def2-TZVPD basis set) results for an isolated ion of composition C21H22ClN2O2 and charge +1.

The molar mass comes out at 369.87 u. Its structure (SMILES) is COc1cc(C[NH2+]Cc2ccccn2)ccc1OCc1cccc(Cl)c1. As for the charge: +1. The energy above the lowest of the compared OMol25 structures with the same formula, charge and spin comes out at 0.3 kcal per mole. The calculation puts the HOMO energy at -11.19 eV.

Last column: natural (NBO) charge in e.
Atoms and positions in Å:
C -2.3049 2.2531 -2.4715  -0.243
H -3.3165 2.6197 -2.6407  0.200
H -1.8180 2.8597 -1.7066  0.189
H -1.7375 2.3141 -3.4013  0.187
O -2.4697 0.9108 -2.0512  -0.497
C -1.4167 0.0680 -1.9305  0.259
C -1.7718 -1.2726 -1.8454  -0.231
C -0.8336 -2.2731 -1.6320  -0.095
C 0.5057 -1.9282 -1.5719  -0.212
C 0.8862 -0.6030 -1.6901  -0.291
C -0.0495 0.4147 -1.8329  0.315
O 0.2757 1.7348 -1.8631  -0.509
C 1.6326 2.1185 -1.9468  -0.106
C 2.4422 1.8797 -0.6940  0.042
C 3.8308 1.8945 -0.7628  -0.236
C 4.5873 1.6990 0.3780  -0.177
C 3.9727 1.4744 1.5985  -0.236
C 2.5900 1.4588 1.6579  -0.017
C 1.8184 1.6670 0.5267  -0.283
H 0.7414 1.6628 0.5951  0.227
Cl 1.8116 1.1786 3.1774  -0.001
H 4.5585 1.3168 2.4901  0.237
H 5.6642 1.7179 0.3199  0.230
H 4.3170 2.0643 -1.7116  0.220
H 2.1150 1.6341 -2.8061  0.195
H 1.5897 3.1955 -2.1451  0.223
H 1.9340 -0.3604 -1.6312  0.238
H 1.2657 -2.6832 -1.4410  0.219
C -1.2992 -3.6776 -1.3738  -0.232
N -1.9152 -3.7459 -0.0173  -0.551
H -2.7155 -2.9798 0.0699  0.470
C -1.0582 -3.2226 1.0687  -0.271
C -1.5686 -1.8216 1.3471  0.209
N -2.7815 -1.6236 0.8344  -0.501
C -3.3729 -0.4495 0.9721  0.085
C -2.7625 0.5989 1.6425  -0.239
C -1.5003 0.3968 2.1786  -0.131
C -0.8827 -0.8402 2.0331  -0.238
H 0.1010 -1.0184 2.4356  0.245
H -0.9909 1.1890 2.7045  0.244
H -3.2630 1.5481 1.7368  0.241
H -4.3519 -0.3530 0.5261  0.218
H -0.0085 -3.2064 0.7737  0.244
H -1.1591 -3.8394 1.9651  0.245
H -2.2637 -4.6851 0.1696  0.431
H -0.4621 -4.3773 -1.4218  0.225
H -2.0572 -3.9783 -2.0996  0.234
H -2.8207 -1.5049 -1.9438  0.226

Cartesian forces (eV/Å) of the 6 atoms listed first:
C -0.089 0.540 -0.153
H 0.084 -0.008 -0.016
H -0.071 -0.058 -0.091
H -0.027 -0.009 0.043
O 0.106 -0.314 0.204
C 0.010 -0.148 0.025

=====

> Look up the energy above the lowest of the compared OMol25 structures with the same formula, charge and spin of the second one.

0.3 kcal per mole